# 1
Here is a cluster of 2 separate species, C3H8S in total at a distorted geometry from the Open Molecules 2025 dataset. Energies are from the ωB97M-V functional and the def2-TZVPD basis.

Structure (XYZ):
```
12
C3H8S | the Open Molecules 2025 dataset | the ωB97M-V functional and the def2-TZVPD basis
H 0.571 -0.508 1.380
H 2.026 0.541 1.222
C 0.088 1.488 0.744
H 0.813 0.749 2.620
C -0.850 -1.694 -0.546
H 0.421 2.166 -0.046
H -0.672 -2.622 -1.218
H -1.774 -1.626 -0.101
C 0.960 0.581 1.547
H 0.036 -1.420 0.028
S -1.091 -0.344 -1.792
H -1.046 1.607 0.926
```

The charge is 0. The calculation puts the frontier orbital gap (alpha / beta) at 5.72 / 5.72 eV. The value obtained for the LUMO energy (alpha / beta) is -1.95 / -1.98 eV. As for the energy above the lowest of the compared OMol25 structures with the same formula, charge and spin: 103.0 kcal per mole.


# 2
Here is a cluster of 2 separate species, C6H10N in total at a distorted geometry from the Open Molecules 2025 dataset. Energies are from the ωB97M-V functional and the def2-TZVPD basis.

Structure (XYZ):
```
17
C6H10N | the Open Molecules 2025 dataset | the ωB97M-V functional and the def2-TZVPD basis
C 0.083 3.190 -1.145
H 0.883 2.019 0.628
C 0.328 -1.288 0.762
H -1.687 1.781 -0.903
H 1.389 -3.318 1.089
H -0.940 -2.084 -0.780
H -0.281 -3.008 1.834
C 0.363 -2.714 1.016
H -0.460 0.912 -1.936
C -0.647 1.775 -1.203
N 0.122 -0.025 1.155
H 0.195 4.122 -1.573
C 0.229 2.369 -0.147
H -0.489 0.523 0.517
H 0.698 -2.373 -1.087
H 0.227 0.254 2.107
C -0.014 -2.134 -0.333
```

The charge is +1. The calculation puts the frontier orbital gap at 8.14 eV. The value obtained for the LUMO energy is -5.13 eV. As for the energy above the lowest of the compared OMol25 structures with the same formula, charge and spin: 104.5 kcal per mole.


# 3
Here is the molecule C19H22N4S from the Open Molecules 2025 dataset. Energies are from the ωB97M-V functional and the def2-TZVPD basis.

Structure (XYZ):
```
46
C19H22N4S | the Open Molecules 2025 dataset | the ωB97M-V functional and the def2-TZVPD basis
H 3.027 1.953 -0.801
C 0.897 0.344 -2.238
H -0.873 -4.973 -0.874
C 1.972 -1.472 -0.354
C -0.449 0.450 2.308
C 0.289 1.461 2.893
N -2.422 -3.706 -0.454
C -1.528 0.754 1.481
H 1.100 1.059 -0.177
S -4.288 -1.962 0.404
H -0.198 -0.584 2.494
H 0.169 -0.282 -2.773
H 4.652 2.004 -1.478
C 3.812 1.351 -1.254
C -1.139 -3.961 -0.598
H 3.062 1.482 -3.264
H 0.540 3.576 3.120
C -1.112 3.097 1.845
H -0.556 0.690 -0.689
H 1.122 1.214 3.535
C -2.308 -0.340 0.885
C -2.686 -2.485 -0.007
C -4.606 0.494 1.673
H 2.636 -0.825 0.227
H 2.006 -2.486 0.044
C -1.854 2.089 1.258
H -1.371 4.130 1.661
N -0.144 -3.105 -0.487
C 0.480 0.364 -0.751
C -0.411 -1.836 -0.160
H 3.416 -1.802 -1.937
C -3.659 -0.453 1.025
H -4.076 1.152 2.359
H -5.112 1.106 0.925
C -0.039 2.787 2.663
C -1.728 -1.488 0.246
H 1.737 -2.212 -2.347
C 3.329 0.693 -2.553
H 4.146 0.605 -0.537
H 0.845 1.356 -2.643
C 2.378 -1.483 -1.836
N 0.627 -0.957 -0.182
N 2.203 -0.207 -2.492
H 4.160 0.128 -2.987
H -5.368 -0.057 2.221
H -2.678 2.335 0.604
```

The charge is 0. As for the SMILES: CCN1CCN(c2ncnc3sc(C)c(-c4ccccc4)c23)CC1. The calculation puts the frontier orbital gap at 8.20 eV. The value obtained for the LUMO energy is 0.66 eV. As for the energy above the lowest of the compared OMol25 structures with the same formula, charge and spin: 5.5 kcal per mole.


# 4
Here is the molecule C22H32N2O3 from the Open Molecules 2025 dataset. Energies are from the ωB97M-V functional and the def2-TZVPD basis.

Structure (XYZ):
```
59
C22H32N2O3 | the Open Molecules 2025 dataset | the ωB97M-V functional and the def2-TZVPD basis
O -3.256 -2.128 -2.462
H 0.668 -1.530 -4.903
H -1.570 2.164 1.765
H 3.216 -0.331 -0.562
H -1.579 1.053 -2.458
C -0.517 1.946 3.571
H -0.594 -1.809 0.438
H 1.182 1.081 -5.699
C -0.361 1.039 -4.223
H 1.174 -1.446 -1.895
H 0.505 3.657 2.718
C 1.583 2.292 0.790
H 2.283 1.878 -1.191
H -1.150 2.608 4.169
H -2.591 -2.950 0.378
H 2.098 -2.181 -4.113
C -0.878 -0.914 -0.128
C -2.668 -1.852 -1.433
H 0.020 -0.315 -0.284
C 1.501 1.873 2.105
C 0.762 2.681 3.135
H 1.154 3.246 0.513
O -0.815 -0.719 2.760
C -1.260 0.169 2.061
C -3.189 -0.933 0.867
C -0.777 -0.909 -2.645
H 1.388 2.830 4.016
H 3.353 -1.247 3.995
H -4.225 -2.542 -0.155
C 2.298 -1.007 4.167
C 2.209 1.519 -0.175
H 2.294 0.200 -3.029
C 2.734 0.291 0.179
H -0.892 0.359 -4.891
H -0.256 1.065 4.157
C -3.210 -2.160 -0.052
H 3.074 -1.116 1.741
C 2.062 0.636 2.465
H 2.092 -1.055 5.235
H -2.105 0.820 0.181
C -1.893 -0.116 0.705
C 2.659 -0.153 1.489
H 1.659 -1.723 3.643
H 2.899 -0.088 -4.650
C 0.538 -1.685 -2.751
C -0.632 0.611 -2.780
H -0.780 2.034 -4.387
H -1.457 -1.258 -3.431
C 1.987 -0.041 -4.048
O 1.991 0.311 3.780
H 0.296 -2.749 -2.695
H 1.547 2.038 -4.273
H -3.281 -1.271 1.901
N -1.452 -1.260 -1.404
C 1.120 1.090 -4.609
C 1.320 -1.418 -4.036
N -1.261 1.469 2.426
H 0.153 0.988 -2.123
H -4.049 -0.300 0.645
```

The charge is 0. As for the SMILES: COc1ccccc1CCNC(=O)[C@@H]1CCC(=O)N(C2CCCCCC2)C1. The calculation puts the frontier orbital gap at 9.26 eV. The value obtained for the LUMO energy is 0.64 eV. As for the energy above the lowest of the compared OMol25 structures with the same formula, charge and spin: 2.0 kcal per mole.


# 5
Here is a structure of composition C30H45F2N15PPr from the Open Molecules 2025 dataset. Energies are from the ωB97M-V functional and the def2-TZVPD basis.

Structure (XYZ):
```
94
C30H45F2N15PPr | the Open Molecules 2025 dataset | the ωB97M-V functional and the def2-TZVPD basis
N -4.379 -0.993 -2.211
H 0.586 6.293 1.790
C 1.950 -0.315 3.298
C 0.671 4.559 3.115
H 3.262 -2.020 -1.835
C -5.501 -1.912 0.217
F 3.404 0.181 5.117
C 0.958 -0.336 -3.122
C -0.013 -0.834 5.177
H 3.289 0.590 -0.890
N 0.070 -6.089 -0.250
C 0.639 -0.601 2.863
F -0.958 -1.120 6.076
C 0.678 2.561 -1.174
H 5.705 0.290 -0.438
C -0.102 1.570 -2.044
H -2.295 -0.877 -2.426
C -0.322 -0.882 3.830
C 4.380 -0.442 2.593
H 0.149 -6.839 0.423
N 0.945 -4.828 1.523
H -0.096 5.048 3.711
H 1.429 -3.050 2.582
H 1.021 5.560 -0.964
N -4.386 -2.640 -0.398
C 2.295 -1.813 -4.348
H -1.083 1.760 2.291
C 2.199 -0.212 4.669
P -2.730 -0.425 -0.052
H -1.029 0.962 -4.620
H 2.312 -0.294 -5.925
H 6.386 -0.478 1.853
H -5.461 0.753 -1.784
N 0.279 -4.896 0.393
H 1.746 -1.674 -1.009
C 5.347 -0.279 1.620
H 2.441 4.482 -0.947
H -0.134 1.997 -3.035
N 1.362 4.549 0.881
N 0.353 2.423 0.257
N 2.686 0.158 1.035
C 0.596 3.436 1.071
C -0.030 1.010 -5.048
H -1.135 1.548 -1.683
H -5.470 -2.049 1.298
H 2.225 5.848 2.292
H -1.349 -1.125 3.565
C -3.107 -2.254 0.176
N -5.490 -0.483 -0.093
C 1.608 -0.847 -5.306
C -3.104 -0.374 -1.893
C -4.414 -2.410 -1.843
H -3.123 0.668 -2.218
N 0.356 -2.850 0.739
H 4.659 -0.775 3.580
H 1.746 2.402 -1.359
C 1.245 5.456 2.030
C 3.637 0.317 0.101
C -4.390 0.212 0.544
H 1.446 4.182 3.789
C 2.175 -2.131 -1.889
H -4.440 0.082 1.626
C -5.494 -0.311 -1.545
H -0.810 -6.065 -0.743
H 3.370 -1.633 -4.274
C 0.973 -3.516 1.725
H -5.335 -2.838 -2.237
N -0.092 -3.768 -0.115
C 1.836 5.161 -0.357
C 4.977 0.135 0.346
Pr 0.212 -0.105 0.480
H -4.452 1.281 0.336
H 1.927 -3.191 -1.864
H -2.314 -2.832 -0.296
H 0.901 -1.356 -5.963
H 1.470 -0.393 6.681
N 1.641 -1.519 -3.079
C 1.241 -0.473 5.627
H -1.402 2.855 3.620
H -3.097 -2.480 1.244
C -0.611 2.421 3.008
C 3.043 -0.171 2.295
H 2.473 5.996 -0.074
H -0.116 0.723 -6.093
H -6.433 -2.335 -0.157
H 0.420 3.549 -1.543
H 0.046 1.834 3.651
N 0.098 3.475 2.331
H -3.568 -2.922 -2.306
H 0.341 2.034 -5.017
N 0.882 0.064 -4.413
H 2.145 -2.855 -4.628
H -6.424 -0.723 -1.933
N 0.459 0.204 -2.027
```

The charge is +2. The calculation puts the frontier orbital gap (alpha / beta) at 8.05 / 8.13 eV. As for the spin multiplicity: 3. The value obtained for the LUMO energy (alpha / beta) is -4.85 / -4.78 eV.


# 6
Here is a structure of composition C4H7BeNO2 from the Open Molecules 2025 dataset. Energies are from the ωB97M-V functional and the def2-TZVPD basis.

Structure (XYZ):
```
15
C4H7BeNO2 | the Open Molecules 2025 dataset | the ωB97M-V functional and the def2-TZVPD basis
H -0.905 1.243 1.466
C -0.455 0.374 0.985
O 1.777 -1.602 1.141
C 0.070 0.585 -1.512
C 0.661 -1.649 1.623
Be -2.475 -0.691 -2.457
N 0.112 -0.440 1.986
H -1.011 0.771 -1.574
H 0.283 -0.457 -1.756
H -1.275 -0.154 0.474
H 1.562 0.498 0.072
H 0.622 1.973 -0.005
H 0.577 1.237 -2.223
O -0.106 -2.576 1.874
C 0.563 0.888 -0.094
```

The charge is 0. The calculation puts the frontier orbital gap at 5.03 eV. The value obtained for the LUMO energy is -3.30 eV. As for the energy above the lowest of the compared OMol25 structures with the same formula, charge and spin: 0.0 kcal per mole.


# 7
Here is a cluster of 8 separate species, C17H45F3O9 in total at a distorted geometry from the Open Molecules 2025 dataset. Energies are from the ωB97M-V functional and the def2-TZVPD basis.

Structure (XYZ):
```
74
C17H45F3O9 | the Open Molecules 2025 dataset | the ωB97M-V functional and the def2-TZVPD basis
O 2.763 1.303 2.293
H 4.397 -0.862 1.536
H 0.169 4.384 5.114
H -1.389 2.971 -0.511
H -4.067 -0.918 3.173
H 0.506 1.571 -1.633
C -1.870 4.616 -2.129
O 0.227 2.298 2.511
C 4.159 2.691 -2.363
H -0.133 2.888 1.831
O -1.110 -2.839 0.944
H -1.822 -4.676 -1.834
C 0.571 -2.945 -4.221
H -0.982 4.275 -2.662
H -2.178 -0.337 4.792
O -1.616 3.701 0.111
H -3.423 0.747 3.165
C -0.271 2.690 3.789
H 0.785 -2.790 1.822
C 0.807 -3.953 -0.015
H 0.469 -4.906 0.399
F -4.469 -4.409 -3.792
H -1.322 2.982 3.733
H -2.149 -1.013 1.450
H 3.593 -1.161 2.984
H -0.641 -4.583 -4.733
H 1.967 0.252 0.736
H 2.876 3.172 -0.753
F -2.924 -5.992 -3.667
H 1.423 -3.570 -4.508
C -2.497 -4.014 -2.414
H -2.676 3.895 -2.247
H 3.703 1.654 0.681
H -0.157 1.914 4.541
C 3.384 -1.012 1.921
H 3.077 -1.952 1.459
C -0.541 -3.922 -3.857
C 0.485 3.992 4.144
O 4.207 1.649 -0.152
H 0.604 -1.888 0.335
C -3.577 -5.002 -2.978
F -4.286 -5.547 -1.978
O -2.912 -0.419 1.564
O -1.629 1.490 -1.788
O -2.940 -3.088 -1.549
H -2.270 5.585 -0.283
C -1.519 4.879 -0.661
H 3.486 2.888 -3.197
C 2.329 0.052 1.752
H -0.431 0.978 -0.229
H 2.623 1.555 -1.361
O -1.721 -3.316 -3.420
H -0.106 -4.592 -3.102
H 1.932 1.784 2.465
H -0.170 0.044 -1.824
C -1.993 -0.665 3.761
H 4.844 1.887 -2.655
H -0.548 5.372 -0.522
H 4.822 3.554 -2.259
H -1.489 -2.930 0.043
H 1.896 -3.860 0.055
H 0.437 -3.883 -1.037
C 3.408 2.286 -1.129
H 0.327 -2.314 -5.075
H 1.426 -0.239 2.301
H 0.233 4.728 3.383
C 0.301 -2.816 0.842
C -3.191 -0.302 2.928
H -1.839 -1.746 3.743
H 0.817 -2.352 -3.340
H 1.549 3.761 4.145
H -1.070 -0.173 3.449
C -0.422 1.010 -1.338
H -2.251 5.486 -2.680
```

The charge is -2. The calculation puts the frontier orbital gap at 4.81 eV. The value obtained for the LUMO energy is 4.40 eV. As for the energy above the lowest of the compared OMol25 structures with the same formula, charge and spin: 19.0 kcal per mole.


# 8
Here is a cluster of 3 separate species, C21H32BrF16O4P in total from the Open Molecules 2025 dataset. Energies are from the ωB97M-V functional and the def2-TZVPD basis.

Structure (XYZ):
```
75
C21H32BrF16O4P | the Open Molecules 2025 dataset | the ωB97M-V functional and the def2-TZVPD basis
H 7.179 -0.142 2.137
O -4.232 -1.565 -6.396
O -3.801 -0.694 0.874
C 5.374 -1.814 3.114
H 4.112 -0.102 3.602
H -3.111 1.171 1.047
C 6.407 1.402 3.417
F -5.312 -3.686 -0.277
H -3.765 1.375 -2.503
F -5.523 -1.005 -0.540
H -0.575 1.090 4.434
H 0.319 1.530 -0.064
F -5.661 -1.674 1.523
H 5.617 -1.754 2.050
C 5.990 1.699 4.857
H 2.039 1.950 -0.026
C 1.319 0.996 1.778
C -6.382 -0.379 -6.804
H 8.168 0.185 3.538
F -3.411 -0.843 -8.366
F -1.908 1.762 -0.792
O 0.578 1.533 2.864
H 5.919 3.466 6.133
H 7.084 2.200 3.096
H -6.819 0.104 -8.879
H 6.247 -0.974 4.917
F -2.070 0.561 -3.176
C 1.311 0.070 4.714
H 5.300 -2.883 3.340
C -3.130 -1.168 -7.091
F -3.231 1.035 -6.237
H 3.396 -1.203 2.427
H 7.340 -1.930 3.953
H 2.218 0.651 4.529
C 7.131 0.063 3.212
H -5.481 -1.926 -8.027
H 6.281 3.823 4.449
H 0.954 -0.020 1.578
C -4.281 -2.920 0.136
F -3.380 -2.841 -0.863
C 1.126 1.896 0.568
F -7.278 1.617 -7.662
C 6.543 -1.186 3.888
H 5.543 1.471 2.746
P 2.954 -2.100 4.521
C -2.406 -0.024 -6.365
H 1.057 0.176 5.769
H 5.109 1.112 5.119
C 4.000 -1.153 3.340
H -6.037 -2.410 -6.421
F -3.787 -0.624 -2.527
F -2.261 -2.209 -7.128
H -4.502 1.047 -0.037
H -2.083 -0.356 -5.378
Br 3.797 -1.384 6.496
F -1.336 0.352 -7.097
C -6.445 0.603 -7.982
H -3.817 -3.368 1.016
C 5.691 3.180 5.106
O 1.533 -1.323 4.469
H 2.377 0.921 2.048
C -2.563 0.561 -0.881
C -5.517 -1.632 -6.979
C -3.575 0.564 0.271
C -4.811 -1.517 0.478
C 0.176 0.587 3.825
C -3.112 0.521 -2.311
F -6.054 0.275 -5.675
F -7.667 -0.838 -6.673
H 0.894 2.904 0.910
H 6.776 1.356 5.538
H -0.298 -0.278 3.342
F -5.226 1.120 -8.232
H 4.639 3.416 4.935
F -1.655 -0.419 -0.712
```

The charge is 0. As for the SMILES: FC(F)C(F)(F)COC(F)(F)C(F)F.FC(F)C(F)(F)COC(F)(F)C(F)F.CCCCCCCP(Br)OCCOCC. The calculation puts the frontier orbital gap at 9.63 eV. The value obtained for the LUMO energy is 0.51 eV.


Number 1: E -517.11645 hartree. Number 2: E -288.91642 hartree. Number 3: E -1354.44059 hartree. Number 4: E -1192.79732 hartree. Number 5: E -3049.13292 hartree. Number 6: E -376.37574 hartree. Number 7: E -1651.35295 hartree. Number 8: E -5633.59569 hartree.